1.
5 unconnected molecules or ions with the total composition C19H34F5NO15S in a non-equilibrium geometry, computed with ωB97M-V with the def2-TZVPD basis set.

The total energy is -76880.4488 eV. Its total charge is 0. The value obtained for the highest occupied orbital energy is -10.840 eV.

Positions of all 75 atoms, in Å:
O1 -2.4825 -0.2112 0.3229
C1 -2.8857 0.5191 -0.4982
F1 -2.1442 1.4967 -0.9896
C2 -4.2619 0.4046 -1.1090
N1 -5.2421 1.1289 -0.2778
C3 -5.0532 2.5675 -0.2917
F2 -4.0961 2.8808 0.5984
F3 -4.6529 3.0025 -1.5002
F4 -6.1822 3.2055 0.0376
S1 -6.8055 0.6007 -0.5242
O2 -6.7293 -0.7397 -0.9658
O3 -7.6016 0.9548 0.5803
F5 -7.2320 1.4480 -1.7370
H1 -4.2594 0.7253 -2.1463
H2 -4.4862 -0.6494 -1.0935
C4 -7.9812 -3.8785 -2.6394
C5 -8.6535 -2.6062 -3.1054
O4 -8.2127 -2.2192 -4.4185
C6 -8.7479 -2.9017 -5.4258
O5 -9.5715 -3.7735 -5.3403
O6 -8.2205 -2.4423 -6.5618
C7 -8.6635 -3.1275 -7.7352
H3 -6.8970 -3.7768 -2.6992
H4 -8.2583 -4.0942 -1.6080
H5 -8.2712 -4.7250 -3.2602
H6 -8.3784 -1.7831 -2.4534
H7 -9.7390 -2.6970 -3.0906
H8 -9.7492 -3.1491 -7.7878
H9 -8.2704 -4.1425 -7.7510
H10 -8.2681 -2.5715 -8.5797
C8 2.2033 0.8538 -1.4840
C9 1.5481 2.2169 -1.4440
O7 2.0883 3.0872 -2.4532
C10 1.6453 2.8724 -3.6873
O8 0.8316 2.0518 -4.0215
O9 2.2580 3.7326 -4.5015
C11 1.9241 3.5772 -5.8825
H11 3.2871 0.9531 -1.4148
H12 1.8519 0.2400 -0.6552
H13 1.9792 0.3354 -2.4156
H14 1.7601 2.6934 -0.4890
H15 0.4664 2.1438 -1.5449
H16 0.8470 3.6002 -6.0283
H17 2.3317 2.6439 -6.2669
H18 2.3806 4.4142 -6.4017
C12 5.5895 1.5641 4.5675
C13 4.9360 2.9282 4.5700
O10 5.4879 3.7891 3.5607
C14 5.0653 3.5599 2.3212
O11 4.2650 2.7261 1.9850
O12 5.6887 4.4100 1.5079
C15 5.3891 4.2205 0.1236
H19 6.6722 1.6581 4.6561
H20 5.2210 0.9648 5.3997
H21 5.3787 1.0321 3.6406
H22 5.1276 3.4381 5.5117
H23 3.8565 2.8559 4.4423
H24 4.3163 4.2273 -0.0534
H25 5.8200 3.2838 -0.2267
H26 5.8452 5.0434 -0.4178
C16 6.6978 -4.8198 7.7793
C17 6.0542 -3.4512 7.7345
O13 6.6348 -2.6188 6.7183
C18 6.2350 -2.8756 5.4752
O14 5.4302 -3.7048 5.1434
O15 6.8799 -2.0461 4.6554
C19 6.5960 -2.2513 3.2688
H27 7.7785 -4.7271 7.8918
H28 6.3046 -5.3936 8.6181
H29 6.5038 -5.3730 6.8618
H30 6.2284 -2.9204 8.6682
H31 4.9774 -3.5195 7.5842
H32 5.5249 -2.2345 3.0831
H33 7.0192 -3.1962 2.9327
H34 7.0707 -1.4318 2.7377

Cartesian forces, eV/Å:
O 0.552 -0.491 0.762
C -0.534 -0.325 -0.025
F 0.307 0.604 -0.404
C 0.443 0.086 -0.260
N -0.410 0.308 -0.883
C 0.011 0.197 0.480
F -0.408 -0.035 -0.482
F -0.179 -0.043 0.466
F 0.696 -0.219 -0.123
S 0.125 -0.883 1.177
O 0.082 -0.070 -0.254
O -0.163 0.389 -0.098
F -0.202 0.374 -0.476
H -0.053 0.265 -0.085
H -0.226 -0.142 0.209
C 0.082 -0.113 -0.218
C -0.111 -0.099 0.364
O 0.040 0.092 0.062
C 0.015 0.092 -0.020
O -0.067 -0.104 0.011
O 0.036 0.010 -0.049
C 0.004 0.014 -0.167
H 0.009 0.056 0.096
H 0.003 0.035 0.021
H -0.075 0.004 0.023
H 0.080 0.110 -0.139
H -0.007 -0.076 -0.152
H -0.021 -0.049 0.061
H -0.066 -0.038 0.039
H 0.060 0.057 0.055
C 0.103 -0.072 -0.245
C -0.045 -0.360 0.372
O -0.014 0.113 0.123
C 0.035 0.045 0.035
O -0.086 -0.067 -0.043
O 0.035 0.042 -0.053
C 0.019 0.078 -0.140
H 0.000 0.021 0.134
H 0.003 0.037 0.041
H -0.096 0.010 0.011
H 0.102 0.211 -0.113
H 0.004 0.034 -0.188
H -0.025 -0.068 0.034
H -0.069 -0.050 0.015
H 0.054 0.031 0.077
C 0.125 -0.047 -0.222
C -0.109 -0.190 0.285
O -0.002 0.071 0.053
C 0.123 0.000 0.059
O -0.124 -0.077 -0.055
O 0.007 0.085 -0.076
C 0.008 0.027 -0.261
H -0.002 0.016 0.112
H 0.003 0.018 0.028
H -0.090 0.000 0.013
H 0.072 0.119 -0.064
H 0.003 -0.008 -0.131
H -0.024 -0.077 0.046
H -0.094 -0.062 0.013
H 0.075 0.076 0.152
C 0.115 -0.016 -0.203
C -0.114 -0.180 0.294
O 0.017 0.063 0.051
C 0.058 0.061 0.034
O -0.078 -0.088 -0.037
O 0.022 0.042 -0.052
C 0.026 0.104 -0.156
H -0.004 0.016 0.096
H -0.007 0.020 0.025
H -0.079 0.000 0.009
H 0.073 0.116 -0.065
H 0.007 -0.013 -0.132
H -0.026 -0.070 0.038
H -0.073 -0.052 0.019
H 0.050 0.034 0.078

These are the Mulliken partial charges, in e, on atoms 1 to 4:
1. O -0.4571
2. C 0.3051
3. F -0.2200
4. C -0.2678



2.
2 unconnected molecules or ions with the total composition C13H17NSi in a non-equilibrium geometry, computed with ωB97M-V with the def2-TZVPD basis set.

The total energy is -23119.9028 eV. Its total charge is 0. The value obtained for the highest occupied orbital energy (spin up / spin down) is -7.944 / -6.673 eV.

Positions of all 32 atoms, in Å:
C1 -2.5661 2.5906 0.0929
C2 -2.2940 1.8966 1.2732
C3 -2.1059 1.9316 -1.0906
C4 -1.7462 0.6457 1.3299
C5 -1.5678 0.6654 -1.0565
C6 -1.4800 -0.0657 0.1201
C7 3.7313 0.1015 -0.5895
C8 3.9296 1.3843 -0.5207
C9 2.3892 -0.2731 -0.2132
C10 2.6578 2.1162 -0.1767
C11 1.5996 1.0191 -0.4761
C12 -1.5457 -2.9014 1.4988
C13 -0.7191 -2.7548 -1.4003
N1 2.1319 -1.4366 0.1889
Si1 -0.7281 -1.7719 0.1629
H1 -3.1188 3.4646 -0.1522
H2 -2.5752 2.3155 2.1722
H3 -2.3857 2.3652 -1.9749
H4 -1.7791 0.2014 2.3163
H5 -1.2124 -0.0050 -1.8903
H6 4.5094 -0.5421 -0.6579
H7 4.9253 1.9351 -0.5924
H8 2.5264 2.3993 0.8722
H9 2.4223 2.9636 -0.7966
H10 1.4050 0.8202 -1.6301
H11 0.6877 1.1541 0.0931
H12 -1.4040 -4.0462 1.3823
H13 -0.9511 -2.7245 2.4941
H14 -2.5723 -2.6608 1.8046
H15 -1.7422 -3.0879 -1.6239
H16 -0.1791 -2.4098 -2.1578
H17 -0.2321 -3.7128 -1.2938

Cartesian forces, eV/Å:
C 1.782 -2.849 -2.103
C -0.394 1.146 -1.135
C -0.648 -0.168 2.489
C -0.656 -1.198 -1.186
C 0.467 -2.219 -0.623
C 0.543 0.702 1.930
C 0.120 0.429 0.503
C 1.327 3.278 0.424
C -1.123 -0.356 0.158
C -1.197 -0.814 -0.895
C 0.191 -0.979 -1.377
C 1.972 -0.688 2.115
C -2.144 -1.958 2.699
N -2.273 -0.122 0.009
Si 1.017 -0.852 0.797
H -0.300 0.841 0.961
H -0.603 0.977 1.904
H -0.162 1.056 -2.322
H 0.526 -0.370 -0.081
H -0.699 1.686 0.017
H 2.036 -2.263 -0.470
H -1.430 -0.993 -0.041
H 0.444 0.043 -0.034
H 0.303 0.639 -0.150
H 0.054 1.198 2.130
H -0.018 -0.202 -0.189
H -0.374 1.969 -0.308
H -0.913 -0.159 -1.619
H 0.108 -0.073 -0.515
H 0.039 0.582 -0.432
H 1.643 2.148 -3.592
H 0.361 -0.429 0.933

These are the Mulliken partial charges, in e, on atoms 1 to 4:
1. C -0.6492
2. C -0.5441
3. C -0.6414
4. C -0.4392



- What is the formula in the second record?
  C13H17NSi



- Look up the total charge of the first one.
  0



- What is the total charge in the first record?
  0